[1]
Computed, not measured: the molecule C4H4O2S, with the ωB97M-V functional and the def2-TZVPD basis.

Element x y z (Å)
S (2.16, -1.17, 1.51)
O (0.19, 1.65, -1.20)
O (-1.79, 0.66, -1.10)
C (1.43, -0.13, 0.53)
C (0.03, -0.25, 0.17)
C (-0.74, -1.20, 0.72)
C (-0.64, 0.70, -0.76)
H (-0.39, -1.94, 1.39)
H (-0.32, 2.16, -1.84)
H (-1.81, -1.28, 0.39)
H (1.88, 0.79, 0.19)

- HOMO: -9.025 eV
- Gap between HOMO and LUMO: 7.864 eV
- Relative energy (zero: lowest compared OMol25 entry of this formula, charge and spin): 0.935 eV
- F_max: 2.41 eV Å⁻¹
- LUMO energy: -1.16 eV
- Charge: 0

---

[2]
Computed, not measured: a cluster of 2 separate species, CHBrF2S in total, with the ωB97M-V functional and the def2-TZVPD basis.

Element x y z (Å)
Br (-3.32, 0.53, -0.60)
S (-5.04, -0.73, -0.61)
F (0.23, 1.27, -1.27)
F (-0.35, -0.82, -1.47)
C (-0.35, 0.24, -0.70)
H (-0.16, 0.07, 0.35)

- HOMO (alpha / beta): -9.358 / -8.731 eV
- Gap between HOMO and LUMO (alpha / beta): 8.788 / 6.255 eV
- Relative energy (zero: lowest compared OMol25 entry of this formula, charge and spin): 2.561 eV
- F_max: 0.83 eV Å⁻¹
- LUMO energy (alpha / beta): -0.57 / -2.48 eV
- Charge: 0

---

[3]
Computed, not measured: a structure of composition C25H29BrI2N7O5SV, with the ωB97M-V functional and the def2-TZVPD basis.

Element x y z (Å)
I (3.10, 2.55, -0.32)
I (0.82, 2.91, -2.97)
Br (-3.07, 6.06, 3.84)
V (-0.68, -0.16, 0.12)
S (1.47, -2.07, -1.37)
O (2.17, -0.83, -1.12)
O (2.10, -3.30, -1.00)
O (-0.89, 1.52, -0.02)
O (-3.54, 0.94, 0.83)
O (-1.89, 3.32, -0.95)
N (0.04, -1.86, -0.49)
N (-1.47, -3.30, -1.76)
N (0.94, -0.02, 1.35)
N (-2.05, -1.15, -0.97)
N (-4.31, 1.54, 2.86)
N (0.19, -2.16, -7.10)
N (0.28, 3.76, 3.23)
C (-1.35, 2.87, -0.01)
C (-1.20, -2.19, -1.12)
C (-3.42, 0.91, 2.05)
C (-0.65, 4.59, 3.72)
C (-3.64, -2.34, -2.20)
C (1.33, -3.24, -3.79)
C (-1.09, 3.52, 1.28)
C (-1.62, -0.84, 1.86)
C (3.02, -2.08, 3.09)
C (1.02, -2.11, -3.03)
C (-2.03, 4.40, 1.79)
C (-2.28, 0.20, 2.74)
C (-2.69, -3.36, -2.30)
C (-3.28, -1.22, -1.51)
C (0.40, -1.01, -3.63)
C (0.04, 3.23, 2.03)
C (4.29, -0.08, 2.20)
C (2.79, 0.17, 4.22)
C (0.12, -1.03, -4.98)
C (0.46, -2.15, -5.76)
C (1.84, -0.25, 2.02)
C (2.67, 2.10, -2.34)
C (1.05, -3.25, -5.14)
C (3.01, -0.56, 2.89)
C (-1.80, 4.93, 3.04)
H (3.45, 2.53, -2.95)
H (0.15, -0.12, -3.06)
H (0.57, -2.89, -7.67)
H (-0.86, -1.39, 2.40)
H (1.31, -4.13, -5.73)
H (-5.09, 2.02, 2.45)
H (-1.57, 0.96, 3.08)
H (-4.61, -2.43, -2.65)
H (3.84, -2.33, 3.77)
H (-0.46, 5.01, 4.71)
H (2.62, 1.02, -2.42)
H (4.30, 1.00, 2.08)
H (-2.92, -4.27, -2.84)
H (1.88, -0.17, 4.71)
H (1.80, -4.09, -3.31)
H (5.13, -0.37, 2.83)
H (3.18, -2.60, 2.14)
H (4.41, -0.54, 1.21)
H (2.72, 1.25, 4.08)
H (0.79, 2.57, 1.62)
H (-4.24, 1.49, 3.86)
H (-0.08, -1.32, -7.56)
H (-2.68, -0.28, 3.64)
H (3.64, -0.04, 4.87)
H (-0.34, -0.16, -5.44)
H (-2.92, 4.65, 1.21)
H (-2.39, -1.53, 1.51)
H (2.09, -2.43, 3.53)
H (-3.92, -0.36, -1.36)

- HOMO (alpha / beta): -10.768 / -10.769 eV
- Gap between HOMO and LUMO (alpha / beta): 6.959 / 7.283 eV
- Relative energy (zero: lowest compared OMol25 entry of this formula, charge and spin): 1.516 eV
- F_max: 2.09 eV Å⁻¹
- LUMO energy (alpha / beta): -3.81 / -3.49 eV
- Spin multiplicity: 2
- Charge: +1

---

[4]
Computed, not measured: a cluster of 2 separate species, C5H15NO2 in total, with the ωB97M-V functional and the def2-TZVPD basis.

Element x y z (Å)
O (1.41, -2.04, -0.90)
O (-0.46, -1.24, -2.02)
N (0.60, 1.00, 0.94)
C (-0.73, -2.31, 0.11)
C (-1.79, 1.44, 0.09)
C (1.94, 1.49, 1.17)
C (0.14, -1.44, -0.77)
C (-0.33, 1.77, -0.12)
H (-2.04, 1.36, 1.16)
H (-2.42, 2.22, -0.33)
H (-2.04, 0.48, -0.37)
H (-0.32, -2.37, 1.13)
H (-0.79, -3.34, -0.28)
H (-0.14, 2.82, 0.10)
H (-1.75, -1.93, 0.18)
H (-0.81, -2.09, -2.32)
H (2.16, 2.44, 0.67)
H (0.22, 0.22, 1.46)
H (1.77, -1.96, -1.80)
H (0.62, -0.43, -0.05)
H (2.69, 0.76, 0.84)
H (2.08, 1.66, 2.24)
H (0.00, 1.49, -1.13)

- HOMO: -7.681 eV
- Gap between HOMO and LUMO: 8.596 eV
- Relative energy (zero: lowest compared OMol25 entry of this formula, charge and spin): 2.936 eV
- F_max: 4.51 eV Å⁻¹
- LUMO energy: 0.91 eV
- Charge: 0

---

[5]
Computed, not measured: a structure of composition C22H57O25S7V, with the ωB97M-V functional and the def2-TZVPD basis.

Element x y z (Å)
V (0.12, 0.22, 0.70)
S (1.11, -3.25, 1.64)
S (-1.92, -2.32, -3.48)
S (-2.67, -1.09, 3.11)
S (2.14, 2.95, -0.79)
S (2.89, -1.34, -1.66)
S (-1.39, 3.36, 1.65)
S (-4.06, 2.77, -1.05)
O (-1.31, 2.12, 0.89)
O (-2.74, 2.11, -1.81)
O (2.20, 0.28, 1.83)
O (-4.16, -1.54, 2.55)
O (1.09, 2.05, -0.27)
O (2.29, 0.32, 4.11)
O (-0.91, -1.31, -3.27)
O (-2.32, -3.05, -2.01)
O (1.77, -0.67, -1.01)
O (2.67, 2.71, -2.17)
O (0.64, -1.96, 1.11)
O (-1.74, -1.04, 1.94)
O (-4.10, 4.22, -1.26)
O (-2.34, -1.88, 4.29)
O (-3.16, -1.78, -4.06)
O (-0.84, -0.09, -0.48)
O (0.20, 3.68, 2.13)
O (-2.30, 3.54, 2.80)
O (0.65, -4.56, 1.07)
O (2.77, -3.32, 1.40)
O (2.50, -2.90, -2.03)
O (-4.15, 2.13, 0.24)
O (0.44, 0.59, 2.89)
O (1.50, 4.50, -0.66)
O (4.19, -1.27, -1.07)
C (-4.71, -1.69, 0.07)
C (-1.34, 1.82, -3.74)
C (2.46, 6.47, 0.15)
C (2.31, 5.61, -1.08)
C (-1.36, -3.61, -1.17)
C (0.99, -3.33, 3.49)
C (3.51, -4.41, 1.92)
C (3.43, -3.74, -2.65)
C (0.23, 3.53, 4.60)
C (1.66, 0.40, 2.97)
C (-1.54, 4.71, 0.46)
C (3.50, -5.09, -1.87)
C (-4.68, -0.88, 1.37)
C (-3.07, 0.67, 3.64)
C (-1.21, -3.72, -4.43)
C (0.29, 4.40, 3.35)
C (3.58, 3.13, 0.43)
C (-1.88, -5.07, -0.95)
C (5.00, -4.30, 1.64)
C (-5.41, 2.05, -2.14)
C (3.15, -0.70, -3.35)
C (-2.21, 2.81, -2.96)
H (-3.87, 0.67, 4.38)
H (-0.38, -3.69, -1.63)
H (1.27, -4.35, 3.75)
H (-6.37, 2.44, -1.80)
H (3.25, 3.43, 1.42)
H (-3.22, 1.25, 2.73)
H (3.20, 6.05, 0.82)
H (-3.02, 3.04, -3.65)
H (3.37, -5.23, 1.21)
H (4.43, -3.32, -2.73)
H (-0.81, 5.46, 0.76)
H (-3.70, -2.00, -0.20)
H (0.45, 4.00, 5.55)
H (3.02, -3.88, -3.65)
H (-2.97, -5.11, -0.85)
H (3.31, -4.66, 2.96)
H (-5.26, 0.97, -2.16)
H (-0.53, 1.39, -3.14)
H (-4.11, -0.02, 1.03)
H (1.70, -2.59, 3.85)
H (0.00, -2.99, 3.79)
H (1.69, 6.16, -1.78)
H (-1.08, -3.22, -5.39)
H (2.19, -0.68, -3.87)
H (3.87, -1.30, -3.90)
H (-2.17, 1.04, 4.13)
H (-0.28, -4.03, -3.96)
H (5.41, -3.44, 2.16)
H (2.81, 7.42, -0.25)
H (-0.71, 2.99, 4.71)
H (2.69, -5.75, -2.16)
H (4.02, 2.14, 0.50)
H (1.20, 4.99, 3.27)
H (-0.87, 2.26, -4.62)
H (3.57, -4.97, -0.78)
H (-5.11, 2.53, -3.07)
H (-1.45, -5.70, -1.73)
H (-0.45, 5.20, 3.33)
H (5.45, -5.12, 2.19)
H (-1.65, 3.71, -2.71)
H (4.37, -5.65, -2.21)
H (3.09, 5.23, -1.73)
H (4.17, 3.90, -0.06)
H (0.89, 2.66, 4.49)
H (-1.95, 0.95, -3.98)
H (-1.50, -5.54, -0.05)
H (3.09, -0.02, 3.69)
H (3.45, 0.35, -3.29)
H (-5.29, -2.61, 0.06)
H (-5.68, -0.47, 1.52)
H (5.30, -4.33, 0.59)
H (-1.97, -4.50, -4.46)
H (-2.57, 5.05, 0.60)
H (-1.35, 4.22, -0.50)
H (1.61, 6.63, 0.82)
H (-4.97, -1.11, -0.81)
H (-1.37, -3.08, -0.21)

- HOMO (alpha / beta): -12.306 / -12.365 eV
- Gap between HOMO and LUMO (alpha / beta): 9.079 / 9.678 eV
- Relative energy (zero: lowest compared OMol25 entry of this formula, charge and spin): 2.810 eV
- F_max: 4.52 eV Å⁻¹
- LUMO energy (alpha / beta): -3.23 / -2.69 eV
- Spin multiplicity: 2
- Charge: +1

---

[6]
Computed, not measured: a cluster of 2 separate species, C4H12N2O in total, with the ωB97M-V functional and the def2-TZVPD basis.

Element x y z (Å)
O (-2.00, 1.07, -1.31)
N (1.23, 0.87, 1.30)
N (-1.86, -0.28, -0.67)
C (0.35, -0.20, 0.13)
C (0.46, -1.62, 0.61)
C (-0.31, 0.81, 0.92)
C (0.89, 0.09, -1.24)
H (-2.24, 0.85, -2.22)
H (-2.71, -0.31, -0.10)
H (0.24, -0.43, -1.94)
H (1.53, 0.46, 2.17)
H (0.86, 1.15, -1.48)
H (1.47, -2.02, 0.47)
H (-0.23, -2.20, -0.01)
H (0.16, -1.73, 1.65)
H (1.80, 1.61, 0.90)
H (-0.64, 1.70, 0.41)
H (-0.89, 0.48, 1.77)
H (1.91, -0.30, -1.35)

- HOMO: -6.085 eV
- Gap between HOMO and LUMO: 6.650 eV
- Relative energy (zero: lowest compared OMol25 entry of this formula, charge and spin): 6.466 eV
- F_max: 1.95 eV Å⁻¹
- LUMO energy: 0.57 eV
- Charge: 0

---

[7]
Computed, not measured: a cluster of 2 separate species, C6H13NO in total, with the ωB97M-V functional and the def2-TZVPD basis.

Element x y z (Å)
O (0.04, 2.93, 0.92)
N (-1.50, 1.36, 1.43)
C (-0.36, 2.05, 1.65)
C (-2.33, 1.61, 0.26)
C (1.31, -2.57, -1.26)
C (1.09, -0.02, -1.36)
C (1.14, -1.27, -0.52)
C (0.95, -1.24, 0.79)
H (0.18, 1.71, 2.54)
H (1.88, 0.00, -2.11)
H (-2.22, 2.65, -0.05)
H (-3.36, 1.34, 0.49)
H (0.56, -2.67, -2.05)
H (1.15, 0.90, -0.80)
H (0.94, -2.18, 1.32)
H (1.13, -3.41, -0.59)
H (0.14, 0.02, -1.91)
H (0.84, -0.33, 1.36)
H (-1.91, 0.80, 2.15)
H (-1.99, 0.98, -0.57)
H (2.31, -2.65, -1.68)

- HOMO: -9.282 eV
- Gap between HOMO and LUMO: 10.137 eV
- Relative energy (zero: lowest compared OMol25 entry of this formula, charge and spin): 1.219 eV
- F_max: 0.66 eV Å⁻¹
- LUMO energy: 0.85 eV
- Charge: 0

---

[8]
Computed, not measured: a structure of composition C55H39F4N7SeZr, with the ωB97M-V functional and the def2-TZVPD basis.

Element x y z (Å)
Zr (-0.19, -0.17, 0.20)
Se (1.28, -0.14, 5.96)
F (-2.28, 0.56, 1.36)
F (-2.85, -1.22, 6.41)
F (-4.14, 1.71, 2.95)
F (-1.06, -2.33, 4.90)
N (-0.11, -3.23, 0.14)
N (1.04, 1.05, 3.30)
N (-1.71, 0.55, -1.20)
N (0.43, -1.08, -1.73)
N (-0.67, -1.32, 2.08)
N (1.97, 0.07, 0.37)
N (-0.09, 1.96, 0.65)
C (4.59, 4.61, 3.96)
C (-0.44, -1.55, -2.67)
C (-1.56, -0.88, 3.03)
C (5.19, -1.02, -2.35)
C (6.36, -1.51, -2.90)
C (-2.55, 1.66, -1.02)
C (2.97, -0.71, -0.19)
C (0.06, -2.52, 2.49)
C (3.85, 3.25, 2.12)
C (1.84, 1.75, 2.26)
C (4.11, -0.65, 0.60)
C (-3.09, 3.99, -0.50)
C (-3.86, 1.33, -1.53)
C (-3.51, 4.50, -1.72)
C (3.83, 0.23, 1.66)
C (-4.12, -3.80, -5.37)
C (-0.39, 4.21, 0.67)
C (-3.38, -1.64, -4.60)
C (-4.39, 5.58, -1.76)
C (-3.38, 0.73, 3.45)
C (1.59, -2.06, -3.48)
C (0.28, -2.17, -3.76)
C (-2.16, 2.83, -0.45)
C (0.89, 2.55, 1.41)
C (-3.55, 0.29, 4.75)
C (4.28, -3.23, -2.30)
C (2.83, 2.71, 2.91)
C (-4.85, 6.15, -0.59)
C (-2.43, 0.14, 2.66)
C (4.73, 4.19, 2.65)
C (-1.77, -1.32, 4.35)
C (-4.12, -2.42, -5.49)
C (-3.38, -4.40, -4.36)
C (1.17, 0.58, 4.38)
C (-1.43, -3.77, 0.43)
C (-2.64, -2.23, -3.58)
C (-2.42, -0.36, -1.94)
C (3.56, 4.10, 4.74)
C (1.72, -1.44, -2.18)
C (6.50, -2.87, -3.14)
C (-1.83, -1.41, -2.63)
C (2.54, 0.68, 1.46)
C (2.68, 3.16, 4.21)
C (-2.73, -0.74, 5.16)
C (-2.65, -3.62, -3.48)
C (5.46, -3.73, -2.84)
C (-4.43, 5.64, 0.64)
C (-3.79, 0.08, -2.05)
C (4.13, -1.87, -2.05)
C (-0.91, 3.01, 0.22)
C (0.53, -4.05, -0.88)
C (0.75, 3.92, 1.43)
C (2.87, -1.33, -1.47)
C (-3.55, 4.57, 0.68)
C (0.76, -3.18, 1.32)
H (7.17, -0.83, -3.14)
H (-0.63, -3.24, 2.92)
H (-3.14, 4.06, -2.63)
H (-4.59, -0.48, -2.52)
H (-1.99, -3.13, 1.11)
H (0.57, -5.10, -0.56)
H (-2.07, -4.09, -2.69)
H (7.42, -3.26, -3.56)
H (-4.71, 1.98, -1.49)
H (-0.82, 5.18, 0.47)
H (5.08, 0.04, -2.16)
H (3.43, 4.43, 5.76)
H (-4.28, 0.73, 5.42)
H (-3.22, 4.17, 1.63)
H (-4.69, -4.40, -6.06)
H (-3.37, -5.48, -4.26)
H (5.56, -4.79, -3.02)
H (-0.18, -2.58, -4.64)
H (1.67, -2.65, 1.04)
H (5.51, 4.59, 2.02)
H (1.38, 4.62, 1.95)
H (-3.37, -0.56, -4.71)
H (-1.99, -3.84, -0.50)
H (1.55, -3.70, -1.05)
H (5.27, 5.34, 4.38)
H (3.96, 2.93, 1.09)
H (3.47, -3.91, -2.06)
H (-4.71, 5.97, -2.72)
H (-1.37, -4.78, 0.87)
H (-0.02, -3.99, -1.81)
H (1.88, 2.80, 4.83)
H (5.04, -1.16, 0.41)
H (2.42, -2.38, -4.09)
H (-4.68, -1.94, -6.28)
H (0.81, -2.29, 3.26)
H (-4.79, 6.07, 1.56)
H (4.50, 0.55, 2.44)
H (1.06, -4.20, 1.63)
H (-5.53, 6.98, -0.62)

- HOMO: -6.606 eV
- Gap between HOMO and LUMO: 5.497 eV
- Relative energy (zero: lowest compared OMol25 entry of this formula, charge and spin): 1.646 eV
- F_max: 0.75 eV Å⁻¹
- LUMO energy: -1.11 eV
- Charge: 0

---

[9]
Computed, not measured: a structure of composition C34H39AsFeN9S3, with the ωB97M-V functional and the def2-TZVPD basis.

Element x y z (Å)
As (0.31, -1.04, 1.01)
Fe (-0.03, -0.22, -1.32)
S (-2.18, -0.86, -0.68)
S (2.01, 0.99, -1.74)
S (-4.52, 0.67, -1.66)
N (-0.77, 1.75, -0.56)
N (-1.08, -0.34, -3.00)
N (-0.50, 2.16, -1.81)
N (0.86, -1.76, -2.25)
N (-2.33, 0.26, -3.10)
N (3.95, -0.40, -0.51)
N (4.38, 0.48, -2.65)
N (-1.20, 3.17, -2.14)
N (-1.97, 3.45, -1.07)
C (5.81, 0.26, -2.86)
C (4.25, -2.16, 3.37)
C (-2.90, 4.58, -1.15)
C (-2.26, -0.03, 4.00)
C (-2.54, -3.00, 3.16)
C (3.76, -0.87, 3.42)
C (-2.04, 1.31, 4.27)
C (-0.87, -3.78, 1.06)
C (-1.52, -0.66, 3.01)
C (-0.34, 1.42, 2.57)
C (-0.82, -2.49, 1.57)
C (-4.61, 3.99, 0.66)
C (-2.93, 0.07, -1.97)
C (-4.98, 1.29, -3.29)
C (-0.68, -1.13, -3.91)
C (3.59, 0.26, -1.60)
C (3.62, -3.11, 2.58)
C (-3.56, 4.99, 0.17)
C (-1.71, 2.56, -0.11)
C (2.13, -3.61, -3.88)
C (-0.56, 0.08, 2.30)
C (1.99, -1.47, 1.91)
C (2.52, -3.44, -2.56)
C (2.63, -0.52, 2.70)
C (-2.58, -4.29, 2.67)
C (-1.76, -4.68, 1.62)
C (5.22, -1.03, -0.14)
C (0.48, -1.93, -3.54)
C (1.09, -2.84, -4.38)
C (2.50, -2.77, 1.85)
C (-2.57, 5.39, 1.25)
C (-1.65, -2.08, 2.61)
C (1.86, -2.50, -1.79)
C (-1.09, 2.04, 3.57)
H (6.10, -0.76, -2.62)
H (3.99, -4.13, 2.55)
H (-2.32, 5.41, -1.55)
H (5.15, -1.28, 0.91)
H (6.05, -0.35, -0.27)
H (3.90, 0.99, -3.38)
H (-4.27, 2.03, -3.63)
H (-1.78, 6.04, 0.86)
H (-5.34, 3.76, -0.12)
H (-3.20, -2.71, 3.97)
H (-3.65, 4.30, -1.89)
H (2.15, -2.33, -0.76)
H (-1.24, -1.27, -4.83)
H (4.25, -0.13, 4.05)
H (3.25, -0.41, 0.21)
H (-2.62, 1.80, 5.05)
H (-2.08, 4.53, 1.72)
H (5.39, -1.95, -0.70)
H (6.41, 0.97, -2.29)
H (6.00, 0.42, -3.92)
H (-5.97, 1.74, -3.16)
H (3.31, -4.02, -2.13)
H (0.40, 1.98, 2.02)
H (-3.08, 5.93, 2.04)
H (-4.17, 3.04, 1.00)
H (-0.92, 3.08, 3.81)
H (5.12, -2.44, 3.96)
H (-3.28, -5.00, 3.10)
H (-2.16, 2.52, 0.86)
H (-5.04, 0.47, -4.00)
H (-1.82, -5.69, 1.24)
H (2.24, 0.49, 2.78)
H (-0.25, -4.08, 0.22)
H (2.62, -4.34, -4.51)
H (-3.01, -0.57, 4.56)
H (-5.15, 4.41, 1.51)
H (1.98, -3.54, 1.27)
H (-4.11, 5.89, -0.12)
H (0.74, -2.95, -5.40)

- HOMO (alpha / beta): -13.137 / -13.138 eV
- Gap between HOMO and LUMO (alpha / beta): 6.714 / 7.065 eV
- Relative energy (zero: lowest compared OMol25 entry of this formula, charge and spin): 2.152 eV
- F_max: 0.84 eV Å⁻¹
- LUMO energy (alpha / beta): -6.42 / -6.07 eV
- Spin multiplicity: 2
- Charge: +2

---

[10]
Computed, not measured: a cluster of 2 separate species, C2H6BrNS in total, with the ωB97M-V functional and the def2-TZVPD basis.

Element x y z (Å)
Br (-3.31, -0.50, -0.19)
S (-0.49, 2.06, 0.05)
N (0.08, 0.60, 0.07)
C (0.84, 0.15, -1.12)
C (-0.08, -0.48, 1.11)
H (-1.14, -0.66, 1.21)
H (1.87, 0.06, -0.76)
H (0.52, -0.85, -1.29)
H (0.60, -1.24, 0.66)
H (0.81, 1.00, -1.80)
H (0.30, -0.14, 2.07)

- HOMO (alpha / beta): -7.759 / -8.339 eV
- Gap between HOMO and LUMO (alpha / beta): 4.428 / 5.639 eV
- Relative energy (zero: lowest compared OMol25 entry of this formula, charge and spin): 1.901 eV
- F_max: 2.37 eV Å⁻¹
- LUMO energy (alpha / beta): -3.33 / -2.70 eV
- Charge: 0